Arrangement P

# C4H13NO

2 unconnected molecules or ions with the total composition C4H13NO (ωB97M-V/def2-TZVPD, the Open Molecules 2025 dataset).

The geometry in XYZ format:
```
19
C4H13NO (ωB97M-V/def2-TZVPD)
C 0.255 -0.641 1.301
C -0.091 0.617 0.514
C -1.546 1.015 0.658
C 0.225 0.521 -1.003
N 0.174 -0.212 2.797
H -0.454 -1.454 1.189
H 1.254 -1.000 1.057
H 0.656 1.305 0.923
H -2.193 0.131 0.678
H -1.846 1.696 1.461
H -1.913 1.562 -0.217
H 1.025 -0.189 -1.218
H 0.527 1.462 -1.461
H -0.649 0.162 -1.557
H 0.818 -0.876 3.216
H -0.769 -0.525 2.988
H 1.128 -1.580 -3.220
H 1.666 -1.051 -4.538
O 1.733 -0.944 -3.567
```

**Structure (SMILES)**: CC(C)CN.O
**HOMO level**: -9.68 eV
**Multiplicity**: 1
**LUMO energy**: 0.030 Ha
**Kohn-Sham gap**: 10.48 eV


Arrangement Q

# C4H13NO

2 unconnected molecules or ions with the total composition C4H13NO (ωB97M-V/def2-TZVPD, the Open Molecules 2025 dataset).

The geometry in XYZ format:
```
19
C4H13NO (ωB97M-V/def2-TZVPD)
C -1.314 0.284 -0.906
C -0.669 -0.863 -0.200
C -1.418 -1.372 1.102
C 0.878 -0.750 0.075
N -2.105 -0.182 -2.004
H -2.064 0.679 -0.276
H -0.594 1.037 -1.252
H -0.581 -1.639 -0.931
H -0.592 -1.642 1.829
H -1.913 -0.367 1.382
H -2.043 -2.346 1.036
H 0.893 -0.247 1.039
H 1.269 0.021 -0.541
H 1.584 -1.598 -0.062
H -2.896 0.461 -2.370
H -2.740 -0.996 -1.702
H 4.610 2.004 1.959
H 3.486 1.837 0.877
O 3.932 2.535 1.577
```

**Structure (SMILES)**: CC(C)CN.O
**HOMO level**: -9.11 eV
**Multiplicity**: 1
**LUMO energy**: 0.026 Ha
**Kohn-Sham gap**: 9.83 eV


Which of them is the most stable? Correct choice: arrangement P.


Arrangement P

# C2H3O3S2

A gas-phase ion, C2H3O3S2 (charge -1) (ωB97M-V/def2-TZVPD, the Open Molecules 2025 dataset).

The geometry in XYZ format:
```
10
C2H3O3S2 (ωB97M-V/def2-TZVPD)
C -1.723 0.721 -0.282
C -0.043 0.222 0.280
O -1.822 0.319 -1.409
O -2.331 1.223 0.601
O 0.746 0.512 -0.813
S 2.133 -1.697 1.183
S 0.065 -1.375 0.779
H 0.153 1.032 1.103
H 0.373 -0.062 -1.559
H 2.449 -0.896 0.117
```

**Structure (SMILES)**: O=C([O-])[C@H](O)SS
**HOMO level**: -3.83 eV
**Total charge**: -1
**Multiplicity**: 1
**LUMO energy**: 0.115 Ha
**Kohn-Sham gap**: 6.97 eV


Arrangement Q

# C2H3O3S2

2 unconnected molecules or ions with the total composition C2H3O3S2 (ωB97M-V/def2-TZVPD, the Open Molecules 2025 dataset).

The geometry in XYZ format:
```
10
C2H3O3S2 (ωB97M-V/def2-TZVPD)
C 1.966 0.794 -0.345
C -2.438 -0.226 -0.341
O 1.845 1.807 0.295
O 1.229 0.110 -1.026
O -1.274 -0.756 -0.566
S 3.774 0.072 -0.124
S -2.876 1.335 -0.307
H -3.195 -1.009 -0.226
H -0.455 -0.179 -0.730
H 4.007 0.891 0.899
```

**HOMO level**: -4.95 eV
**Total charge**: -1
**Multiplicity**: 1
**LUMO energy**: 0.125 Ha
**Kohn-Sham gap**: 8.36 eV


Which of them is the most stable? Correct choice: arrangement Q.


Arrangement P

# C2H10N2O2

3 unconnected molecules or ions with the total composition C2H10N2O2 (ωB97M-V/def2-TZVPD, the Open Molecules 2025 dataset).

The geometry in XYZ format:
```
16
C2H10N2O2 (ωB97M-V/def2-TZVPD)
C 0.321 -1.429 -0.172
C -0.488 -0.515 -0.747
N 0.014 0.427 -1.676
N 0.029 -2.710 0.380
H 1.395 -1.277 -0.286
H -1.606 -0.472 -0.679
H 1.018 0.634 -1.656
H -0.576 1.275 -1.708
H 1.025 -3.156 0.684
H -0.652 -2.743 1.202
H 0.002 3.643 0.122
H 0.129 2.089 0.622
O 0.004 2.662 -0.166
H -0.206 -0.018 1.194
H -0.484 0.456 2.536
O 0.078 0.739 1.736
```

**Structure (SMILES)**: N/C=C/N.O.O
**HOMO level**: -7.29 eV
**Multiplicity**: 1
**LUMO energy**: 0.023 Ha
**Kohn-Sham gap**: 7.92 eV


Arrangement Q

# C2H10N2O2

2 unconnected molecules or ions with the total composition C2H10N2O2 (ωB97M-V/def2-TZVPD, the Open Molecules 2025 dataset).

The geometry in XYZ format:
```
16
C2H10N2O2 (ωB97M-V/def2-TZVPD)
N 1.086 -0.998 0.905
C 1.679 0.182 1.427
O 1.739 0.299 2.846
H 1.501 -1.881 1.161
H 0.101 -1.111 1.129
H 2.706 0.222 1.071
H 1.127 1.030 1.015
H 0.882 0.065 3.214
N -2.186 -0.471 -1.882
C -1.415 0.531 -1.212
O -0.035 0.519 -1.548
H -1.807 -1.399 -1.737
H -2.138 -0.347 -2.885
H -1.847 1.492 -1.513
H -1.584 0.461 -0.137
H 0.190 1.407 -1.854
```

**Structure (SMILES)**: NCO.NCO
**HOMO level**: -9.50 eV
**Multiplicity**: 1
**LUMO energy**: 0.029 Ha
**Kohn-Sham gap**: 10.29 eV


Arrangement R

# C2H10N2O2

3 unconnected molecules or ions with the total composition C2H10N2O2 (ωB97M-V/def2-TZVPD, the Open Molecules 2025 dataset).

The geometry in XYZ format:
```
16
C2H10N2O2 (ωB97M-V/def2-TZVPD)
C -0.980 0.221 1.480
N 1.154 2.394 1.284
C 0.868 1.392 0.371
N 0.095 0.382 0.493
H -1.876 0.781 1.106
H -1.321 -0.821 1.432
H -0.731 0.541 2.487
H 0.932 2.056 2.205
H 0.980 3.343 0.998
H 0.918 1.928 -0.585
H -2.160 0.200 -1.526
H -1.168 -0.842 -1.553
O -2.144 -0.745 -1.706
H 1.516 -3.624 -1.379
H 1.753 -3.660 -2.986
O 2.164 -3.546 -2.121
```

**Structure (SMILES)**: C/N=C\N.O.O
**HOMO level**: -9.14 eV
**Multiplicity**: 1
**LUMO energy**: 0.024 Ha
**Kohn-Sham gap**: 9.78 eV


Which of them is the most stable? Correct choice: arrangement Q.


Arrangement P

# CN2O2S

A single CN2O2S molecule (ωB97M-V/def2-TZVPD, the Open Molecules 2025 dataset).

The geometry in XYZ format:
```
6
CN2O2S (ωB97M-V/def2-TZVPD)
C -0.632 -0.250 -0.221
N 1.216 0.229 0.987
N 1.319 0.851 -0.119
O 0.067 -0.586 0.914
O 0.120 0.587 -0.814
S -2.090 -0.830 -0.747
```

**Structure (SMILES)**: S=c1onno1
**HOMO level**: -9.71 eV
**Multiplicity**: 1
**LUMO energy**: -0.026 Ha
**Kohn-Sham gap**: 8.99 eV


Arrangement Q

# CN2O2S

A molecular structure, CN2O2S (ωB97M-V/def2-TZVPD, the Open Molecules 2025 dataset).

The geometry in XYZ format:
```
6
CN2O2S (ωB97M-V/def2-TZVPD)
C -0.031 -0.141 -0.776
N -0.995 -0.058 0.073
N -0.838 0.209 1.341
O 0.366 -0.180 -1.864
O 1.382 0.125 0.425
S 0.709 0.176 1.768
```

**HOMO level**: -10.03 eV
**Multiplicity**: 1
**LUMO energy**: -0.053 Ha
**Kohn-Sham gap**: 8.59 eV


Which of them is the most stable? Correct choice: arrangement Q.


Arrangement P

# C25H32N2O6

A single C25H32N2O6 molecule (ωB97M-V/def2-TZVPD, the Open Molecules 2025 dataset).

The geometry in XYZ format:
```
65
C25H32N2O6 (ωB97M-V/def2-TZVPD)
C 1.260 -2.314 -1.355
C 1.659 -0.972 -1.818
H 1.493 -0.852 -2.849
H 2.808 -0.788 -1.641
O 1.178 0.204 -1.184
C -0.159 0.527 -1.187
C -0.535 1.929 -0.393
C -1.838 2.127 -0.799
C -2.206 2.433 -2.229
C -3.349 1.450 -2.801
O -2.648 0.058 -2.903
H -2.184 -0.218 -2.238
H -3.706 1.905 -3.911
H -4.165 1.280 -2.010
H -2.699 3.418 -2.359
H -1.436 2.555 -2.699
H -2.208 3.184 -0.170
H -2.620 1.480 -0.251
H 0.198 2.340 -0.927
C -0.197 1.558 1.143
C 1.360 1.759 1.258
C 1.948 2.992 1.447
N 3.272 2.781 1.633
C 4.161 3.912 1.722
O 5.538 3.485 1.679
C 3.590 5.172 1.179
H 4.379 6.086 1.150
H 3.270 5.094 0.240
H 2.863 5.638 2.010
C 3.423 1.536 1.843
C 4.751 0.780 2.165
C 4.731 -0.472 2.281
C 3.447 -1.237 2.318
C 2.254 -0.470 1.879
C 2.284 0.865 1.681
H 1.400 -1.321 2.014
H 3.538 -2.321 2.340
H 5.440 -0.938 2.884
H 5.629 1.426 2.276
H 1.551 3.894 1.159
C -0.838 0.258 1.532
C -1.036 -0.664 0.890
O -0.979 -0.512 -0.726
C -1.420 -1.987 1.067
O -0.504 -2.693 1.894
N -2.647 -2.757 0.544
C -3.609 -2.086 -0.307
H -4.652 -2.194 0.113
C -3.386 -3.023 -1.637
O -3.611 -4.238 -1.253
C -2.740 -4.908 -0.510
H -1.734 -4.849 -0.962
C -2.821 -4.303 0.760
H -3.857 -4.190 1.380
H -2.136 -4.490 1.538
H -3.148 -5.934 -0.158
H -2.445 -2.735 -2.146
H -4.196 -2.498 -2.195
H -3.270 -1.164 -0.369
H -0.950 0.005 2.712
H -0.770 2.314 1.438
H -0.416 0.476 -2.231
H 1.457 -2.523 -0.406
H 0.350 -2.333 -1.565
H 1.879 -2.937 -1.980
```

**Structure (SMILES)**: CCO[C@H]1OC(C(=O)N2CCOCC2)=C[C@@H](c2cn(C(C)=O)c3ccccc23)[C@@H]1CCCO
**HOMO level**: -7.95 eV
**Multiplicity**: 1
**LUMO energy**: -0.019 Ha
**Kohn-Sham gap**: 7.43 eV


Arrangement Q

# C25H32N2O6

A single C25H32N2O6 molecule (ωB97M-V/def2-TZVPD, the Open Molecules 2025 dataset).

The geometry in XYZ format:
```
65
C25H32N2O6 (ωB97M-V/def2-TZVPD)
C 3.199 -2.126 -1.943
H 3.079 -3.123 -2.363
O 1.908 -1.568 -1.922
C 1.729 -0.341 -1.369
C 2.761 0.486 -0.934
C 2.469 1.715 -0.352
C 1.143 2.113 -0.200
C 0.123 1.306 -0.674
C 0.407 0.083 -1.264
H -0.371 -0.584 -1.601
C -1.297 1.705 -0.464
O -1.728 2.075 0.614
N -2.075 1.608 -1.568
H -1.697 1.162 -2.390
C -3.521 1.676 -1.469
C -3.943 0.247 -1.120
O -3.912 -0.694 -1.867
O -4.229 0.164 0.182
C -4.385 -1.140 0.727
H -4.959 -1.022 1.649
H -4.928 -1.786 0.031
C -3.037 -1.815 1.046
O -2.944 -3.021 1.056
N -2.054 -0.931 1.319
C -0.713 -1.206 1.632
C 0.053 -0.177 2.173
C 1.372 -0.397 2.513
C 1.963 -1.642 2.324
C 1.194 -2.650 1.758
C -0.129 -2.446 1.412
H -0.709 -3.247 0.987
H 1.634 -3.623 1.590
C 3.379 -1.918 2.770
C 3.459 -1.878 4.298
H 3.211 -0.886 4.668
H 2.759 -2.589 4.731
H 4.463 -2.132 4.633
C 4.375 -0.934 2.156
H 4.318 -0.974 1.071
H 4.160 0.082 2.477
H 5.389 -1.184 2.461
H 3.650 -2.928 2.441
H 1.940 0.415 2.941
H -0.390 0.796 2.321
H -2.299 0.054 1.356
H -3.746 2.308 -0.602
C -4.188 2.250 -2.727
C -3.777 1.517 -4.003
H -2.729 1.689 -4.238
H -3.947 0.449 -3.899
H -4.369 1.882 -4.838
C -5.704 2.204 -2.545
H -6.047 1.172 -2.511
H -5.999 2.699 -1.623
H -6.199 2.700 -3.376
H -3.873 3.297 -2.806
H 0.924 3.054 0.277
O 3.403 2.591 0.101
C 4.767 2.301 -0.092
H 5.307 3.161 0.301
H 5.072 1.405 0.455
H 5.005 2.181 -1.154
H 3.785 0.172 -1.046
H 3.881 -1.550 -2.577
H 3.614 -2.208 -0.934
```

**Structure (SMILES)**: COc1cc(OC)cc(C(=O)N[C@H](C(=O)OCC(=O)Nc2ccc(C(C)C)cc2)C(C)C)c1
**HOMO level**: -8.10 eV
**Multiplicity**: 1
**LUMO energy**: 0.024 Ha
**Kohn-Sham gap**: 8.74 eV


Which of them is the most stable? Correct choice: arrangement Q.